# 1
Molecular formula: C20H14AuI2N3O9
Method: DFT, the ωB97M-V functional and the def2-TZVPD basis

```
49
Properties=species:S:1:pos:R:3:nbo_charge:R:1
Au -0.303 -0.526 0.431 1.510
I -2.476 -7.433 -0.371 0.169
I 2.831 -4.728 0.516 0.208
O -2.589 7.062 0.128 -0.375
O -5.061 3.041 -0.421 -0.365
O 3.133 -0.505 -0.815 -0.545
O 1.836 2.734 -0.458 -0.576
O -4.262 1.187 0.309 -0.400
O 0.889 -2.259 0.583 -0.660
O 0.999 1.049 0.732 -0.738
O -0.433 6.989 0.173 -0.368
O -1.727 0.898 0.007 -0.698
N -4.137 2.352 -0.030 0.536
N -1.529 6.464 0.136 0.534
N -1.747 -2.028 0.220 -0.444
C -0.394 4.283 0.126 -0.082
C 0.903 2.186 0.104 0.784
C -3.034 -1.820 0.064 0.087
C 4.948 -0.028 0.635 -0.434
C 0.757 -4.608 0.280 -0.212
C 5.099 0.803 -0.662 -0.431
C -0.416 2.908 0.114 -0.260
C 0.192 -3.339 0.360 0.289
C 3.734 0.651 -1.352 -0.103
C 3.534 -0.617 0.534 -0.082
C -3.905 -2.897 -0.137 -0.259
C -2.824 2.984 0.043 -0.086
C -1.379 -5.666 -0.070 -0.190
C -3.406 -4.174 -0.184 -0.106
C -1.213 -3.273 0.187 0.085
C -0.016 -5.752 0.073 -0.218
C -2.023 -4.411 -0.025 -0.038
C -2.791 4.363 0.054 -0.118
C -1.576 5.010 0.104 -0.035
C -1.633 2.190 0.076 0.478
H 2.827 -0.042 1.136 0.175
H 3.773 0.571 -2.440 0.176
H 5.058 0.590 1.525 0.208
H 0.553 4.803 0.139 0.275
H -4.961 -2.703 -0.253 0.247
H 0.474 -6.715 0.027 0.247
H 5.690 -0.826 0.677 0.202
H 3.096 1.517 -1.098 0.211
H -3.375 -0.791 0.089 0.275
H 3.453 -1.665 0.818 0.189
H -3.711 4.927 0.023 0.282
H 5.891 0.402 -1.296 0.200
H 5.321 1.850 -0.466 0.211
H -4.072 -5.010 -0.350 0.243
```

Electronic energy = -2342.7979 hartree
Net charge = 0
LUMO level = -3.1326 eV



# 2
Molecular formula: C30H43BrN2P2PtS
Method: DFT, the ωB97M-V functional and the def2-TZVPD basis

```
80
Properties=species:S:1:pos:R:3:mulliken_spin:R:1
Pt 0.398 0.048 0.206 0.997
Br 4.682 6.485 -0.932 0.419
S 1.929 0.990 1.889 0.509
P -1.322 1.716 0.115 0.079
P -0.741 -2.003 0.241 0.308
N 2.066 0.309 4.367 0.042
N 1.128 -3.173 -4.611 0.084
C 2.848 -1.298 2.777 0.139
C 2.507 -0.455 5.401 0.055
C 3.769 4.810 -0.992 0.156
C 0.439 -3.453 0.136 0.014
C -4.278 1.954 0.361 0.018
C 2.254 -2.169 -2.707 0.073
C 1.733 1.074 -1.119 0.111
C -2.321 3.463 -2.067 0.016
C 2.426 2.335 -1.084 0.062
C 2.218 -0.080 3.071 -0.039
C 2.251 3.221 0.004 -0.052
C 2.076 -3.181 -3.653 -0.028
C -1.826 -2.363 1.728 0.028
C -2.995 -3.348 1.597 0.025
C 3.966 3.954 -2.089 0.092
C 3.140 -1.673 5.148 0.096
C 1.395 -1.037 -2.728 0.102
C 2.912 4.452 0.059 0.123
C -1.870 -2.206 -1.241 0.013
C 0.412 -1.016 -3.756 0.074
C -3.081 1.064 0.004 0.055
C 0.328 -2.090 -4.646 -0.027
C -0.002 -4.852 0.581 0.027
C -1.402 2.958 1.526 0.034
C -1.965 4.366 1.295 0.019
C 3.304 -2.096 3.829 -0.040
C -2.134 -3.596 -1.832 0.016
C 3.298 2.728 -2.131 -0.035
C -1.114 2.770 -1.423 0.037
C 1.471 -0.010 -1.748 0.307
H -1.404 -1.568 -2.013 0.000
H -4.215 2.313 1.403 0.000
H 3.035 -2.247 -1.945 0.003
H -2.645 -4.267 -1.123 0.000
H -3.708 -3.022 0.820 0.000
H -0.360 3.039 1.881 0.006
H -2.785 4.208 -1.401 -0.001
H -2.657 -4.364 1.339 -0.001
H -1.196 -4.078 -2.155 0.000
H 0.781 -3.456 -0.915 -0.006
H 1.576 2.911 0.808 -0.012
H 3.523 -2.267 5.967 0.002
H 0.836 -5.565 0.469 0.004
H -2.816 -1.707 -0.964 -0.002
H 4.638 4.249 -2.900 0.002
H 2.736 -4.060 -3.636 0.000
H 2.405 -0.103 6.418 0.004
H -1.132 -2.680 2.530 0.010
H -2.006 3.990 -2.987 0.002
H -3.174 0.673 -1.026 0.001
H -0.436 -2.080 -5.436 0.000
H -1.396 4.897 0.512 0.000
H -0.274 -0.167 -3.838 0.005
H -0.300 -4.863 1.645 0.000
H -5.219 1.380 0.270 0.002
H -2.774 -3.504 -2.728 0.002
H -3.098 2.735 -2.358 0.000
H 1.314 -3.133 0.726 0.019
H -3.552 -3.411 2.549 0.005
H 1.648 1.244 4.587 -0.004
H -0.643 2.085 -2.151 0.003
H -1.944 2.438 2.339 0.001
H 2.767 5.127 0.907 0.000
H -4.359 2.833 -0.297 -0.001
H -1.886 4.966 2.220 0.003
H -0.326 3.503 -1.170 -0.001
H -0.846 -5.237 -0.013 -0.001
H -3.081 0.174 0.659 0.014
H 3.034 -1.598 1.753 0.017
H -3.025 4.354 0.995 -0.001
H -2.202 -1.372 2.042 0.021
H 3.821 -3.023 3.623 -0.001
H 3.446 2.055 -2.981 -0.001
```

Electronic energy = -5051.0498 hartree
Net charge = +4
2S+1 = 5
LUMO level (alpha / beta) = -11.3138 / -15.2312 eV



# 3
Molecular formula: C6H23NO4
Method: DFT, the ωB97M-V functional and the def2-TZVPD basis

```
34
Properties=species:S:1:pos:R:3:nbo_charge:R:1
O -1.218 -1.697 -1.204 -1.019
O 2.994 0.926 0.958 -0.995
O 1.433 -2.541 -1.335 -0.982
O 2.851 -1.829 0.940 -0.988
N -1.069 0.813 0.087 -0.659
C -1.966 -0.448 2.012 -0.410
C -1.252 1.957 -0.822 -0.210
C -2.088 0.802 1.145 -0.214
C -0.788 -0.388 2.990 -0.611
C 0.021 1.209 -2.902 -0.611
C -0.045 2.170 -1.717 -0.415
H 2.943 -0.061 0.884 0.501
H 0.939 1.327 -3.477 0.211
H 2.273 -2.097 0.176 0.513
H -2.115 -1.749 -1.594 0.482
H -0.834 0.514 3.598 0.198
H -2.874 -0.604 2.601 0.202
H -0.130 0.915 0.480 0.380
H -0.787 -1.249 3.659 0.214
H -2.007 1.689 1.783 0.173
H -1.172 -0.808 -0.746 0.506
H -0.015 0.172 -2.561 0.209
H -1.472 2.881 -0.269 0.175
H -1.849 -1.329 1.380 0.214
H 0.470 -2.314 -1.309 0.517
H 0.878 2.117 -1.134 0.216
H -0.034 3.193 -2.106 0.206
H 3.679 -2.285 0.809 0.475
H -0.851 1.314 -3.549 0.199
H 1.755 -2.039 -2.105 0.476
H 3.332 1.119 1.846 0.464
H -3.056 0.795 0.641 0.190
H -2.143 1.759 -1.429 0.180
H 0.155 -0.424 2.444 0.210
```

Electronic energy = -598.1367 hartree
Net charge = 0
SMILES = CCCNCCC.O.O.O.O
LUMO level = 0.7313 eV



# 4
Molecular formula: C10H14N3S
Method: DFT, the ωB97M-V functional and the def2-TZVPD basis

```
28
Properties=species:S:1:pos:R:3:mulliken_spin:R:1
S 1.501 2.241 2.667 0.972
N 0.184 -4.133 -0.251 -0.001
N 0.161 3.383 0.757 -0.053
N -0.523 4.810 -0.727 0.047
C 0.002 4.599 1.361 0.074
C 0.588 2.243 1.375 0.434
C -0.513 5.463 0.458 -0.023
C 0.987 -0.742 0.971 -0.028
C 0.205 -1.908 0.427 0.018
C -0.223 3.535 -0.536 0.175
C 0.816 -3.077 0.210 0.026
C 0.629 0.384 0.121 0.323
C -1.161 -5.551 -1.675 0.000
C -0.553 -4.291 -1.286 0.008
H -0.994 -5.879 -2.663 0.000
H -0.245 2.771 -1.264 0.010
H 0.209 4.786 2.415 -0.001
H 1.307 0.837 -0.613 0.002
H -2.286 -5.530 -1.537 0.001
H -0.783 5.261 -1.614 -0.003
H -0.790 -6.261 -0.960 0.000
H -0.427 0.512 0.056 0.005
H -0.913 -1.616 0.111 0.000
H 0.616 -0.551 1.971 0.010
H 1.931 -3.293 0.486 0.000
H 2.030 -1.061 1.038 0.002
H -0.802 -3.340 -1.834 0.001
H -0.953 6.410 0.537 0.001
```

Electronic energy = -951.4243 hartree
Net charge = +1
2S+1 = 3
LUMO level (alpha / beta) = -3.4634 / -5.9749 eV